[1]
Here is a single C26H35N3O3 molecule from the Open Molecules 2025 dataset. Energies are from wB97M-V/def2-TZVPD.

Structure (XYZ):
```
67
Properties=species:S:1:pos:R:3:forces:R:3:nbo_charge:R:1
C 6.313 0.706 2.971 0.063 0.180 -0.108 -0.6162
C 6.563 1.682 1.827 -0.097 -0.376 -0.217 -0.4079
C 6.210 1.055 0.480 0.084 0.435 0.147 -0.0681
O 7.107 -0.014 0.231 -0.020 0.166 0.188 -0.5438
C 6.675 -1.097 -0.559 0.023 -0.458 -0.287 0.1057
C 6.447 -0.758 -2.046 0.000 0.211 0.304 -0.4355
C 5.040 -0.253 -2.359 -0.012 -0.270 -0.033 -0.4100
C 4.001 -1.210 -1.777 -0.108 0.298 -0.385 -0.2152
N 4.192 -1.319 -0.352 0.123 -0.088 -0.049 -0.4439
C 3.272 -1.036 0.602 -0.109 -0.029 -0.091 0.6781
O 3.476 -1.252 1.784 -0.070 -0.044 0.267 -0.6257
C 1.991 -0.417 0.142 -0.220 0.062 0.173 -0.1673
C 0.793 -1.065 0.401 0.319 0.084 -0.055 -0.1464
C -0.419 -0.490 0.061 -0.349 0.085 -0.086 -0.3304
C -0.452 0.767 -0.535 0.291 0.005 0.012 0.4001
O -1.566 1.433 -0.931 0.168 0.075 -0.091 -0.5120
C -2.855 0.921 -0.633 -0.475 0.097 0.178 0.0980
C -3.230 1.146 0.833 0.078 -0.251 -0.155 -0.4353
C -4.672 0.709 1.070 0.232 0.130 0.067 -0.2213
N -5.556 1.474 0.214 -0.053 0.005 0.060 -0.4319
C -6.964 1.341 0.558 0.002 0.033 0.035 -0.2396
C -7.492 -0.067 0.429 0.024 -0.002 0.354 0.1897
C -7.544 -0.930 1.521 -0.065 -0.008 -0.117 -0.2529
C -7.981 -2.229 1.328 -0.002 0.000 -0.065 -0.1663
C -8.348 -2.628 0.052 0.034 0.046 0.077 -0.2643
C -8.259 -1.697 -0.970 -0.104 -0.355 -0.036 0.0435
N -7.845 -0.456 -0.791 -0.009 0.402 -0.285 -0.4363
C -5.274 1.219 -1.185 0.233 0.147 -0.176 -0.2236
C -3.854 1.672 -1.510 0.149 -0.309 0.076 -0.4049
C 0.755 1.429 -0.777 -0.213 0.032 -0.008 -0.2689
C 1.958 0.847 -0.443 -0.077 -0.175 0.077 -0.1876
C 5.476 -1.870 0.027 0.446 0.136 0.321 -0.2666
H 5.280 0.365 2.965 -0.100 -0.074 0.040 0.2209
H 6.519 1.179 3.928 0.019 -0.019 0.130 0.2053
H 6.962 -0.159 2.864 0.026 -0.113 0.059 0.2099
H 7.614 1.974 1.813 0.019 0.127 -0.043 0.2022
H 5.955 2.579 1.957 0.038 0.067 -0.041 0.1995
H 6.301 1.809 -0.318 -0.083 -0.122 0.049 0.1615
H 5.177 0.703 0.520 0.019 0.028 -0.035 0.1712
H 7.543 -1.768 -0.502 -0.229 -0.001 -0.064 0.1958
H 7.191 -0.019 -2.348 0.086 -0.076 -0.028 0.2231
H 6.626 -1.668 -2.623 0.035 -0.034 -0.040 0.2054
H 4.888 0.742 -1.940 -0.062 0.055 -0.017 0.2023
H 4.909 -0.185 -3.441 -0.028 0.053 -0.015 0.2133
H 2.988 -0.866 -1.989 0.136 -0.142 -0.015 0.2313
H 4.133 -2.205 -2.224 -0.065 0.034 -0.016 0.1846
H 0.810 -2.034 0.877 -0.009 -0.079 0.073 0.2228
H -1.327 -1.033 0.272 -0.105 -0.006 0.009 0.2188
H -2.901 -0.151 -0.876 0.028 0.098 0.011 0.1698
H -2.558 0.598 1.496 0.015 0.009 0.021 0.2160
H -3.134 2.211 1.051 0.028 0.028 0.015 0.2171
H -4.757 -0.379 0.890 -0.039 0.050 0.069 0.1641
H -4.944 0.904 2.111 -0.010 -0.086 -0.002 0.2038
H -7.088 1.693 1.586 -0.047 0.006 -0.040 0.1983
H -7.526 1.994 -0.113 -0.054 -0.048 0.092 0.2178
H -7.254 -0.584 2.502 0.032 0.052 0.081 0.2167
H -8.035 -2.919 2.159 -0.006 -0.041 0.045 0.2173
H -8.694 -3.631 -0.143 -0.033 -0.071 -0.040 0.2205
H -8.534 -1.951 -1.986 -0.051 -0.118 -0.041 0.1924
H -5.387 0.151 -1.441 -0.043 0.093 -0.032 0.1720
H -5.989 1.783 -1.786 -0.009 -0.103 -0.037 0.2132
H -3.632 1.493 -2.563 0.025 0.000 -0.035 0.2147
H -3.753 2.739 -1.312 0.011 0.063 -0.014 0.2120
H 0.717 2.408 -1.228 -0.007 0.125 -0.044 0.2229
H 2.877 1.385 -0.620 0.119 0.049 -0.058 0.2145
H 5.531 -1.860 1.118 0.048 -0.094 -0.163 0.2606
H 5.534 -2.908 -0.322 0.007 0.021 0.029 0.1950
```
Forces are in eV/Å.

Properties
Energy above the lowest of the compared OMol25 structures with the same formula, charge and spin ... 0.721 eV
E_LUMO ... 0.71 eV
SMILES ... CCCO[C@@H]1CCCN(C(=O)c2ccc(OC3CCN(Cc4ccccn4)CC3)cc2)C1
E_HOMO ... -8.48 eV
Gap between HOMO and LUMO ... 9.192 eV

---

[2]
Here is a molecular structure, C25H27Cl2ErOP from the Open Molecules 2025 dataset. Energies are from wB97M-V/def2-TZVPD.

Structure (XYZ):
```
57
Properties=species:S:1:pos:R:3:forces:R:3:nbo_charge:R:1
Er -1.093 2.069 0.708 -1.012 -0.342 1.148 1.5250
Cl -2.729 2.215 -1.130 -0.440 0.066 -0.856 -0.6079
Cl 0.414 3.935 1.236 0.873 0.767 -0.250 -0.6164
C 1.511 0.483 -3.268 -1.182 1.507 1.645 -0.4354
H 2.366 1.153 -3.489 -1.195 0.308 0.131 0.1989
H 1.274 0.292 -2.219 0.735 -0.404 -0.306 0.2290
C -0.401 0.042 -3.762 4.234 0.089 0.297 -0.0742
C 1.002 -0.349 -4.297 -1.330 -2.592 -0.993 -0.3041
H -0.691 -0.354 -2.784 0.099 0.098 -0.425 0.2275
C 1.293 0.178 -5.722 -0.306 0.040 0.686 -0.3856
H 1.253 -1.416 -4.211 -0.073 -0.112 -0.376 0.1596
C 0.676 1.571 -5.891 0.325 -0.216 -0.216 -0.4086
H 2.378 0.210 -5.896 -0.179 -0.038 0.148 0.2003
H 0.868 -0.519 -6.447 -0.044 0.030 -0.109 0.1942
C -0.832 1.512 -5.824 -0.613 -0.352 0.350 -0.3856
H 1.042 2.225 -5.100 0.112 0.085 -0.111 0.2146
H 0.989 1.974 -6.854 0.023 0.210 -0.046 0.1966
C -1.361 0.797 -4.541 -1.086 1.593 -0.324 -0.4837
H -1.273 2.514 -5.854 0.148 -0.072 -0.031 0.2091
H -1.223 0.989 -6.702 0.123 -0.040 -0.039 0.1848
H -1.796 1.542 -3.856 -0.121 -0.116 -0.305 0.2446
H -2.214 0.149 -4.824 0.304 0.013 0.168 0.2151
O -0.038 0.167 0.371 0.563 -1.317 -0.841 -1.1654
P 0.002 -0.393 1.823 -2.498 3.578 1.037 1.8794
C 1.665 -0.334 2.425 0.921 -0.688 0.234 -0.4194
C 2.312 -1.530 2.789 0.159 0.421 0.086 -0.1817
C 3.637 -1.507 3.226 -0.115 -0.019 -0.148 -0.2276
C 4.338 -0.297 3.281 -0.432 -0.104 -0.184 -0.2320
C 3.711 0.883 2.859 0.137 -0.363 0.067 -0.1471
C 2.393 0.868 2.404 0.067 -0.079 0.139 -0.1977
C -1.148 0.644 2.759 4.054 -2.011 -1.431 -0.6980
C -0.713 1.724 3.572 -1.232 2.419 2.393 -0.2561
C -1.534 2.840 3.737 3.206 -1.974 1.427 -0.2642
C -2.713 2.967 2.991 -2.193 0.533 -2.330 -0.4818
C -3.212 1.853 2.287 -0.014 -0.520 0.997 -0.1948
C -2.491 0.641 2.265 -2.398 0.223 -1.344 -0.5524
C -0.662 -2.028 1.973 0.024 -1.272 -0.102 -0.4542
C -0.753 -2.897 0.879 -0.062 -0.036 0.189 -0.1685
C -1.246 -4.191 1.062 -0.107 -0.057 -0.064 -0.2253
C -1.666 -4.620 2.324 0.242 0.250 -0.140 -0.2050
C -1.568 -3.754 3.416 0.042 0.110 -0.140 -0.2450
C -1.072 -2.462 3.248 -0.020 -0.235 -0.261 -0.1032
H 1.768 -2.471 2.697 0.209 0.218 0.188 0.2218
H 4.119 -2.451 3.493 -0.063 0.342 -0.024 0.2067
H 5.377 -0.292 3.612 -0.239 0.078 -0.050 0.2060
H 4.274 1.812 2.867 -0.153 -0.089 -0.041 0.2041
H 1.947 1.787 2.016 0.025 -0.230 0.221 0.2556
H 0.208 1.617 4.141 -0.024 0.243 0.063 0.2028
H -1.275 3.599 4.477 0.143 -0.128 -0.336 0.2012
H -3.290 3.896 3.036 0.197 -0.416 -0.157 0.2099
H -4.187 1.893 1.794 0.251 0.041 0.164 0.2213
H -2.928 -0.273 1.849 -0.061 0.355 0.143 0.2184
H -0.449 -2.547 -0.113 -0.080 -0.127 0.390 0.2337
H -1.307 -4.867 0.206 -0.033 0.188 0.265 0.2094
H -2.057 -5.628 2.454 0.078 0.210 -0.026 0.2078
H -1.884 -4.079 4.405 0.025 0.031 -0.185 0.2101
H -1.012 -1.784 4.103 -0.017 -0.098 -0.383 0.2336
```
Forces are in eV/Å.

Properties
E_LUMO (alpha / beta) ... 2.62 / 2.62 eV
E_HOMO (alpha / beta) ... -1.12 / -1.12 eV
Charge ... -1
Multiplicity ... 4
Gap between HOMO and LUMO (alpha / beta) ... 3.743 / 3.744 eV

---

[3]
Here is 2 unconnected molecules or ions with the total composition C4H12N2 from the Open Molecules 2025 dataset. Energies are from wB97M-V/def2-TZVPD.

Structure (XYZ):
```
18
Properties=species:S:1:pos:R:3:forces:R:3:nbo_charge:R:1
C 4.393 -0.978 4.257 -0.989 1.480 1.526 -0.6794
C 5.469 -0.904 3.256 3.564 0.389 -4.013 -0.1705
C 6.398 -1.796 2.704 -3.994 1.518 3.444 -0.4256
H 4.628 -1.376 5.253 0.157 -0.584 -0.493 0.2298
H 4.052 0.060 4.544 0.567 -0.745 -0.498 0.2211
H 3.455 -1.397 3.878 0.364 -0.459 -0.038 0.2283
H 5.613 0.062 2.728 -0.911 -0.197 0.468 0.1768
H 6.963 -1.625 1.793 0.127 -0.112 0.616 0.2243
H 6.300 -2.639 3.376 1.116 -1.293 -1.012 0.1953
N -6.437 1.628 -3.027 3.656 0.954 -0.411 -0.5552
C -5.239 1.451 -3.914 -0.591 -1.782 0.096 -0.1592
N -4.706 0.108 -3.762 0.424 3.807 1.191 -0.5102
H -6.250 1.028 -2.221 -0.871 -0.404 0.100 0.3799
H -6.241 2.564 -2.664 -1.189 0.299 0.168 0.3863
H -5.400 1.717 -4.940 -0.945 -0.350 -0.999 0.2711
H -4.462 2.303 -3.832 -0.307 -0.927 1.036 0.3308
H -4.299 -0.273 -4.607 0.269 -0.540 0.313 0.4331
H -4.236 0.068 -2.821 -0.445 -1.058 -1.495 0.4233
```
Forces are in eV/Å.

Properties
Energy above the lowest of the compared OMol25 structures with the same formula, charge and spin ... 3.382 eV
E_LUMO (alpha / beta) ... -3.82 / -9.33 eV
E_HOMO (alpha / beta) ... -10.45 / -10.45 eV
Charge ... +1
Multiplicity ... 2
Gap between HOMO and LUMO (alpha / beta) ... 6.634 / 1.128 eV

---

In the order shown, the computed strongest force on any atom values come out to 0.6 4.7 5.5 eV/A.
In the order shown, the computed E_tot values come out to -38143.1507 -90368.0331 -7311.0621 eV.